Entry 1:
{"formula": "C4H14N3", "method": "wB97M-V/def2-TZVPD", "elements": ["C", "C", "C", "N", "H", "H", "H", "H", "H", "H", "H", "H", "H", "N", "C", "N", "H", "H", "H", "H", "H"], "coordinates": [[1.3031, -1.9690, -0.9008], [-0.2019, -1.7761, -0.7546], [-0.6147, -0.3622, -0.3829], [-0.9934, -2.2050, -1.9084], [1.8483, -1.7173, 0.0092], [1.5013, -3.0308, -1.0551], [1.6885, -1.3916, -1.7410], [-0.5120, -2.4107, 0.0814], [-1.7032, -0.3164, -0.3182], [-0.1926, -0.0926, 0.5855], [-0.2755, 0.3490, -1.1474], [-0.6678, -3.1098, -2.2344], [-0.8136, -1.5706, -2.6840], [-0.5286, 1.9682, 2.5166], [-0.3615, 2.3301, 1.2674], [0.6991, 2.9534, 0.8218], [0.1142, 2.3051, 3.2218], [-1.4549, 1.7229, 2.8341], [-1.1371, 2.0611, 0.5626], [0.7466, 3.2763, -0.1320], [1.5556, 2.9859, 1.3585]], "forces_ev_per_a": [[-0.14, -0.13, 0.04], [-0.22, -0.44, 0.42], [0.03, 0.02, -0.19], [0.34, 0.23, -0.20], [-0.02, 0.26, 0.05], [0.07, 0.05, -0.26], [0.14, -0.02, -0.04], [-0.08, -0.05, 0.00], [-0.02, 0.05, -0.02], [0.15, -0.04, 0.00], [-0.01, 0.02, 0.07], [-0.12, -0.05, 0.10], [-0.09, -0.03, 0.00], [0.07, 0.54, -0.01], [-0.06, 0.01, 0.01], [0.15, -0.31, 0.03], [-0.04, -0.18, 0.08], [0.08, -0.33, -0.04], [-0.14, 0.30, -0.02], [-0.01, -0.21, -0.08], [-0.08, 0.31, 0.07]], "lowdin_charge": [-0.074, -0.529, -0.107, 0.029, 0.072, 0.079, 0.078, 0.131, 0.084, 0.051, 0.081, 0.076, 0.073, 0.203, -0.194, 0.210, 0.146, 0.148, 0.148, 0.145, 0.149], "relative_energy_kcal_mol": 20.3, "gap_ha": 0.2950, "mol_weight_g_mol": 104.2, "total_charge": 1, "max_force_ev_per_a": 0.6, "homo_energy_ev": -12.001}

***

Entry 2:
{"formula": "C24H46BFIN3OP", "method": "wB97M-V/def2-TZVPD", "elements": ["C", "C", "B", "O", "P", "F", "I", "C", "C", "C", "C", "C", "C", "C", "C", "C", "C", "C", "C", "N", "C", "C", "C", "C", "H", "H", "H", "H", "H", "H", "H", "H", "H", "H", "H", "H", "H", "H", "H", "H", "H", "H", "H", "H", "H", "H", "H", "H", "H", "H", "H", "H", "H", "H", "H", "H", "H", "H", "H", "C", "C", "N", "C", "C", "N", "C", "C", "H", "H", "H", "H", "H", "H", "H", "H", "H", "H", "H"], "coordinates": [[4.8440, -0.0819, -1.1807], [3.6176, -0.4907, -0.3514], [2.7383, 0.6865, 0.2102], [2.3694, 0.8004, 1.5312], [2.1352, 2.1391, -0.9197], [3.6991, 2.7353, -1.1139], [-0.0675, 0.7474, -0.8174], [1.4801, 3.6437, -0.1461], [0.3061, 4.3672, -0.8352], [-0.7745, 4.9311, 0.1135], [-2.2221, 4.6844, -0.3387], [-2.8995, 3.4331, 0.2198], [-2.9391, 3.3499, 1.7468], [-3.8096, 2.1891, 2.2336], [-3.0469, 0.8707, 2.3432], [-3.9283, -0.3683, 2.4749], [-4.7576, -0.7924, 1.2278], [-4.5006, -0.0437, -0.0944], [-5.6914, 0.7752, -0.5724], [-5.5068, 1.3036, -1.9105], [-4.3678, 1.2621, -2.6694], [-4.6039, 1.8707, -3.8634], [-5.9551, 2.3163, -3.8342], [-6.4710, 1.9567, -2.6279], [5.5076, 0.5616, -0.6004], [5.3983, -0.9592, -1.5199], [4.5591, 0.4982, -2.0594], [2.9834, -1.1712, -0.9342], [3.9435, -1.0648, 0.5274], [1.8015, 0.0922, 1.8523], [2.0296, 2.0020, -2.2966], [2.3581, 4.2924, -0.1192], [1.2453, 3.3642, 0.8850], [0.7473, 5.2170, -1.3629], [-0.1507, 3.7375, -1.6026], [-0.6321, 6.0133, 0.1767], [-0.6171, 4.5591, 1.1296], [-2.2368, 4.6408, -1.4336], [-2.8333, 5.5490, -0.0586], [-2.4255, 2.5354, -0.1873], [-3.9330, 3.4249, -0.1490], [-3.2997, 4.3004, 2.1528], [-1.9262, 3.1904, 2.1354], [-4.6441, 2.0846, 1.5373], [-4.2443, 2.4192, 3.2111], [-2.3518, 0.7522, 1.5046], [-2.4156, 0.9318, 3.2388], [-3.2873, -1.2098, 2.7555], [-4.5989, -0.2191, 3.3278], [-4.5583, -1.8514, 1.0505], [-5.8249, -0.7406, 1.4660], [-3.6095, 0.5817, -0.0242], [-4.2999, -0.7733, -0.8849], [-6.5758, 0.1285, -0.5704], [-5.9030, 1.6115, 0.0987], [-3.4643, 0.8067, -2.2957], [-3.9001, 1.9844, -4.6712], [-6.4869, 2.8417, -4.6125], [-7.4546, 2.1138, -2.2099], [4.8714, -7.2598, -1.6554], [5.2355, -7.3832, -0.1866], [5.5409, -6.0719, 0.4107], [6.6675, -5.3219, 0.1621], [6.5647, -4.1939, 0.9046], [5.3779, -4.2712, 1.5963], [4.7821, -5.4166, 1.2796], [4.8560, -3.2668, 2.5271], [5.6806, -6.8085, -2.2291], [4.6806, -8.2501, -2.0642], [3.9761, -6.6533, -1.7886], [6.1107, -8.0141, -0.0408], [4.4194, -7.8115, 0.3922], [7.4293, -5.6609, -0.5168], [7.2182, -3.3461, 1.0069], [3.8358, -5.7572, 1.6643], [4.7305, -3.7033, 3.5145], [3.9058, -2.8892, 2.1591], [5.5689, -2.4506, 2.5816]], "forces_ev_per_a": [[-0.09, 0.14, -0.02], [0.00, -0.23, 0.07], [-0.58, -0.24, 0.11], [-0.12, 0.20, -0.25], [1.50, 0.49, 0.09], [-0.13, 0.12, 0.01], [-0.45, -0.42, 0.05], [-0.17, 0.13, 0.00], [0.12, 0.16, -0.10], [0.06, 0.13, 0.02], [0.03, 0.04, 0.02], [-0.05, -0.02, -0.04], [0.13, -0.11, -0.06], [-0.07, 0.04, -0.05], [0.14, -0.01, 0.15], [0.00, -0.05, 0.02], [-0.05, 0.07, 0.07], [0.01, -0.20, -0.19], [-0.12, -0.08, 0.16], [0.13, 0.07, -0.21], [0.42, -0.31, 0.44], [-0.28, 0.26, -0.33], [0.16, 0.18, -0.47], [-0.37, -0.06, 0.41], [0.05, -0.09, -0.03], [0.02, 0.05, 0.03], [0.00, -0.10, 0.01], [-0.02, 0.13, -0.01], [0.01, -0.01, -0.07], [0.25, -0.03, 0.14], [-0.23, 0.04, -0.07], [-0.07, -0.04, 0.14], [-0.07, -0.10, -0.08], [-0.09, -0.16, -0.18], [-0.05, -0.10, 0.14], [0.06, -0.08, 0.06], [-0.05, -0.05, -0.06], [-0.10, 0.04, 0.06], [0.06, -0.04, 0.00], [0.02, 0.01, 0.01], [0.08, -0.02, -0.03], [0.01, -0.03, -0.02], [-0.03, 0.16, 0.05], [-0.06, -0.03, 0.14], [-0.01, -0.02, -0.04], [-0.04, 0.06, 0.02], [0.01, -0.04, -0.09], [-0.01, 0.07, 0.00], [-0.01, -0.02, -0.08], [-0.07, 0.05, 0.03], [0.08, 0.05, -0.01], [-0.10, 0.00, -0.06], [0.07, 0.01, 0.10], [0.04, 0.08, -0.04], [0.00, -0.08, 0.07], [-0.07, 0.02, -0.05], [0.01, 0.00, 0.03], [0.05, -0.03, 0.04], [0.06, -0.04, -0.03], [0.00, 0.06, 0.02], [-0.04, -0.04, -0.09], [0.06, 0.00, 0.10], [-0.05, -0.06, -0.06], [-0.03, 0.07, 0.03], [0.02, -0.01, 0.00], [-0.04, 0.01, -0.02], [-0.04, 0.00, -0.01], [0.01, -0.02, 0.00], [0.00, -0.01, 0.00], [-0.01, -0.01, 0.00], [0.01, 0.01, 0.01], [0.00, 0.00, 0.01], [0.04, 0.05, 0.02], [0.04, -0.02, -0.03], [0.00, -0.01, 0.01], [0.02, -0.02, 0.00], [0.00, 0.02, 0.01], [0.00, 0.01, 0.00]], "lowdin_charge": [-0.119, -0.199, -0.746, 0.045, 0.633, -0.334, 0.559, -0.336, -0.249, -0.193, -0.199, -0.223, -0.200, -0.201, -0.235, -0.192, -0.168, -0.194, -0.153, -0.111, -0.120, -0.099, -0.102, -0.111, 0.079, 0.066, 0.067, 0.102, 0.073, 0.099, 0.014, 0.090, 0.089, 0.110, 0.069, 0.110, 0.094, 0.112, 0.112, 0.034, 0.114, 0.119, 0.103, 0.083, 0.117, 0.055, 0.114, 0.099, 0.108, 0.101, 0.105, 0.065, 0.116, 0.131, 0.113, 0.094, 0.089, 0.092, 0.117, -0.056, -0.154, -0.047, 0.008, 0.009, -0.079, -0.009, 0.030, 0.080, 0.090, 0.087, 0.134, 0.129, 0.145, 0.142, 0.176, 0.107, 0.094, 0.104], "relative_energy_kcal_mol": 0.0, "gap_ha": 0.2298, "mol_weight_g_mol": 580.3, "total_charge": 1, "max_force_ev_per_a": 1.6, "homo_energy_ev": -9.213}

***

Entry 3:
{"formula": "H5N2P", "method": "wB97M-V/def2-TZVPD", "elements": ["N", "N", "P", "H", "H", "H", "H", "H"], "coordinates": [[-0.4585, 0.9383, 0.7343], [0.9379, -0.5739, -0.5846], [-0.3652, 0.3402, -0.8206], [-0.2009, 0.2144, 1.3481], [-1.1694, 1.5481, 1.0565], [1.8114, -0.4335, -1.0181], [1.0225, -0.7582, 0.3938], [-1.5780, -1.2753, -1.1094]], "forces_ev_per_a": [[0.46, 0.89, -0.07], [0.68, -1.82, 0.60], [-1.48, 2.97, -1.90], [0.10, -0.49, 1.62], [-0.73, 0.22, 0.20], [0.86, 0.13, -0.58], [0.79, -0.59, 0.48], [-0.68, -1.30, -0.34]], "lowdin_charge": [-0.257, -0.281, 0.560, -0.009, 0.015, 0.019, 0.013, -0.060], "relative_energy_kcal_mol": 0.0, "gap_ha": [0.2279, 0.3312], "multiplicity": 3, "mol_weight_g_mol": 64.0, "max_force_ev_per_a": 3.8, "homo_energy_ev": [-5.041, -10.198]}